{"formula": "C5H17NO2", "method": "ωB97M-V/def2-TZVPD", "elements": ["O", "O", "N", "C", "C", "C", "C", "C", "H", "H", "H", "H", "H", "H", "H", "H", "H", "H", "H", "H", "H", "H", "H", "H", "H"], "positions_angstrom": [[-0.76976, -4.64736, -2.47334], [2.08055, -2.07684, -2.99150], [0.23291, 1.86916, -0.10718], [0.46077, 3.36863, -0.28320], [0.59919, 1.54163, 2.44863], [-1.74932, -0.42771, 2.24380], [-0.34781, 1.51149, 1.19317], [-0.96585, 0.02990, 1.01357], [0.04814, 1.89276, 3.32989], [-0.57371, -4.20471, -1.63511], [1.09813, 0.62161, 2.70634], [2.84224, -1.86888, -3.43363], [0.31246, 3.89520, 0.64355], [1.53003, 3.62317, -0.55508], [1.30700, 2.21293, 2.08824], [-2.43216, 0.37955, 2.65135], [-1.37157, 2.05348, 1.13494], [-0.23761, 3.85410, -1.03676], [-0.17953, -0.60432, 0.50929], [1.48767, -1.70373, -3.62419], [-0.06149, -5.13536, -2.78477], [-1.02762, -0.60271, 2.99670], [1.05667, 1.31059, -0.32800], [-2.18328, -1.35870, 1.96757], [-1.71391, 0.20085, 0.14277]], "atomic_forces_ev_per_a": [[-3.01, 1.42, 0.96], [-2.32, -1.20, 2.17], [0.36, 1.76, 0.33], [0.63, -0.90, -0.88], [-2.40, 0.41, -0.73], [0.80, 1.27, -0.71], [-2.36, -2.54, -1.17], [-0.51, 2.32, -2.56], [0.37, 0.14, -0.10], [0.50, -0.22, -0.46], [-0.10, -0.59, -0.33], [3.98, 0.68, -1.45], [-0.25, 0.13, 0.61], [-1.15, -0.49, -0.05], [1.67, 1.51, 0.32], [0.41, -1.09, -0.81], [1.96, 0.07, 1.31], [0.80, -0.87, 0.69], [-0.77, 0.04, 1.25], [-1.65, 0.49, -0.61], [2.51, -1.14, -0.55], [0.63, -0.42, 1.21], [-0.15, 0.33, 0.02], [-1.01, -0.65, 0.27], [1.07, -0.46, 1.27]], "nbo_charge": [-1.007, -1.359, -0.682, -0.475, -0.681, -0.630, -0.051, -0.464, 0.202, 0.462, 0.211, 0.334, 0.174, 0.189, 0.212, 0.196, 0.189, 0.183, 0.212, 0.372, 0.457, 0.194, 0.355, 0.214, 0.193], "homo_ev": [1.11, -5.90], "charge": -1, "s2": 0.75, "homo_lumo_gap_ev": [2.25, 9.17], "largest_force_ev_per_a": 4.29, "e_lumo_ha": [0.123, 0.120], "spin_multiplicity": 2}